Record 1
Here is a molecular structure, C22H14BrN4O7RuS at a distorted geometry from OMol25. Energies are from ωB97M-V/def2-TZVPD.

HOMO energy (alpha / beta) in eV: -2.8 / -3.0
Net charge: -2
Gap between HOMO and LUMO (alpha / beta) in eV: 6.4 / 6.6
Multiplicity: 2

Last column: Löwdin spin population.
Element x y z (Å)
C (-2.58485, 1.74748, -1.79792)  0.005
N (-0.36135, 2.19483, -0.99442)  -0.006
Br (-0.07918, -3.44285, 6.40707)  0.000
H (0.35679, -2.39190, 1.53765)  0.000
H (-1.68200, -1.54200, -5.83291)  0.000
C (-1.57458, 2.71550, -1.21717)  -0.001
C (-0.85373, -0.94402, 2.53388)  0.000
O (-1.69256, 0.97497, 1.41985)  0.006
S (0.11259, 0.79388, -3.84248)  0.036
H (-1.59567, -0.97183, 5.85248)  0.000
C (-1.17561, -1.28031, 4.90463)  0.000
C (2.06210, -3.61330, -0.26911)  -0.001
H (1.54948, 2.47395, -0.32305)  0.000
C (0.66717, -2.58397, -1.99607)  0.000
C (3.07307, -1.17555, 0.53547)  0.008
O (-2.25186, 6.78353, -0.43080)  0.000
O (1.70811, -0.03705, -0.97913)  0.036
H (1.15594, 4.92103, 0.22521)  0.000
C (-1.86227, 4.04008, -0.94702)  0.000
H (-2.84684, 4.43569, -1.14900)  0.000
C (-1.39509, -0.54410, 3.74899)  0.000
O (-0.13731, 6.97590, 0.33962)  0.000
H (3.34672, -4.49257, 1.20990)  0.001
H (4.24444, -2.28104, 1.92622)  0.000
C (-0.57941, -0.72389, -4.38052)  0.005
C (-1.11814, 6.36364, -0.13310)  0.000
Ru (-0.20145, 0.22421, -1.60703)  0.843
C (2.08068, -1.17642, -0.47262)  -0.001
O (-3.74326, 2.08270, -1.96157)  0.016
C (0.37625, 4.29609, -0.18799)  0.000
C (-0.86921, 4.86256, -0.42709)  -0.001
O (-2.15812, 0.51703, -1.89803)  0.024
H (0.66607, -3.51493, -2.56170)  0.000
C (-0.07432, -2.09352, 2.48306)  0.000
C (0.59679, 2.96407, -0.48251)  -0.002
C (1.57548, -2.44885, -0.87087)  0.008
N (-0.63631, -1.81527, -3.68855)  0.003
H (0.77946, -3.72831, 3.59080)  0.000
C (0.16226, -2.84076, 3.62886)  0.000
H (-1.98853, 0.36122, 3.76567)  0.000
N (-1.05719, -0.76395, -5.67893)  0.001
C (-1.10294, -0.08558, 1.29107)  0.002
N (-0.05040, -1.62557, -2.43682)  -0.003
H (3.45499, -0.21011, 0.84301)  0.000
C (-0.39653, -2.42152, 4.82272)  0.000
H (-1.43573, 0.12033, -5.98002)  0.000
O (-0.64316, -0.61753, 0.21767)  0.012
H (1.66950, -4.56610, -0.61138)  0.000
C (3.50633, -2.33631, 1.13363)  -0.001
C (3.00341, -3.57961, 0.74036)  0.011

Record 2
Here is a molecular structure, C22H14CdCl5N2O2 from OMol25. Energies are from ωB97M-V/def2-TZVPD.

HOMO energy in eV: -4.7
Net charge: -1
Gap between HOMO and LUMO in eV: 7.3

Last column: natural (NBO) charge in e.
Element x y z (Å)
C (-2.23831, 2.56063, -3.57682)  -0.139
C (3.46193, -1.35212, 4.43135)  -0.324
C (-3.25662, -2.70926, 0.07667)  -0.103
C (2.67279, -0.38382, 2.33454)  -0.273
C (-3.42441, 4.04955, -2.13773)  -0.195
H (3.70946, 0.04825, -1.45114)  0.171
H (4.02542, -0.45737, 0.67277)  0.139
H (2.10920, -1.16005, 6.09967)  0.196
Cl (1.22353, -2.96852, -0.00630)  -0.021
H (-4.19960, 4.79474, -1.99603)  0.197
C (-1.08151, -1.55903, 0.12941)  -0.533
H (4.22102, -1.88322, 4.99088)  0.198
H (2.91246, 1.64298, -1.44425)  0.195
Cl (-3.56202, -5.39831, 0.03261)  0.025
H (1.58213, -0.98263, -2.21084)  0.206
O (-0.90800, 2.39166, -0.17061)  -0.825
C (1.29435, -0.30001, 4.33513)  -0.261
N (0.46823, 0.76278, -1.95250)  -0.564
H (4.56200, -1.35225, 2.61084)  0.190
C (2.26405, -0.95244, 5.04639)  -0.193
C (2.75874, 0.57145, -1.27805)  -0.228
H (0.36711, 0.00774, 4.80334)  0.204
C (-2.62366, 3.69266, -1.08677)  -0.264
C (-0.28509, 1.30018, -2.82952)  0.168
C (-2.47852, -1.55982, 0.12877)  -0.077
Cl (-4.97949, -2.61895, 0.02877)  0.025
H (-0.05490, 1.16460, -3.89775)  0.141
H (-2.06901, 2.12472, -4.55770)  0.191
C (-3.24865, 3.47277, -3.40666)  -0.321
C (-1.40110, 2.15593, -2.52301)  -0.268
C (1.70250, 0.10305, -2.29501)  -0.241
C (-1.59507, 2.70367, -1.20171)  0.425
C (1.42293, -0.00317, 2.94120)  0.425
O (0.45871, 0.58425, 2.34335)  -0.819
C (-0.50316, -2.82630, 0.06535)  0.026
C (3.64068, -1.05494, 3.10457)  -0.134
H (-2.75012, 4.13853, -0.10747)  0.205
H (2.04062, 0.33882, -3.31336)  0.172
C (3.01085, -0.13760, 0.95777)  0.177
C (-1.23885, -4.01191, 0.03244)  -0.141
Cl (-3.26455, -0.01316, 0.19628)  0.015
N (2.26437, 0.39368, 0.06918)  -0.573
Cl (-0.45374, -5.54755, -0.04500)  0.021
C (-2.62661, -3.94903, 0.04856)  -0.091
H (-3.88867, 3.74971, -4.23465)  0.198
Cd (-0.04139, 0.42914, 0.24302)  1.680

no.,energy (eV)
1,-126799.8662
2,-97295.6875